No. 1
{
  "formula": "C10H15GdO6P",
  "method": "ωB97M-V with the def2-TZVPD basis set",
  "symbols": ["Gd", "P", "O", "O", "O", "O", "O", "O", "C", "C", "C", "C", "C", "C", "C", "C", "C", "C", "H", "H", "H", "H", "H", "H", "H", "H", "H", "H", "H", "H", "H", "H", "H"],
  "positions_angstrom": [[-0.46468, -3.91362, -2.25206], [-1.10158, 0.80907, -0.13511], [-2.78823, 0.29279, -0.13174], [-0.32560, 0.21409, 1.10696], [3.80637, -1.25581, 0.43246], [1.83186, -1.87265, 1.60165], [-1.12308, 2.54824, -0.04471], [5.37340, -0.71889, -1.42163], [0.16566, 3.10477, 0.39550], [2.35578, -1.51385, 0.42668], [0.17821, -1.44815, -1.63984], [-0.36113, 0.12021, -1.78567], [-3.17413, -0.25641, 1.17894], [0.31087, 3.23117, 2.04806], [-2.77248, -1.87440, 1.31236], [1.71505, -1.34788, -1.07357], [4.14688, -1.00572, -0.97701], [2.86814, -1.05208, -2.00739], [1.11101, 2.58283, -0.06530], [-0.65439, 2.80492, 2.58176], [-3.63731, -2.52495, 1.75782], [0.61867, 4.30306, 2.40840], [-1.80949, -1.88787, 2.01173], [2.84705, -0.89550, -3.18026], [-2.81837, 0.37628, 2.10257], [1.19215, 2.49171, 2.36303], [-4.36750, -0.24239, 1.20076], [0.23260, -1.89853, -2.73731], [-2.44149, -2.19290, 0.22363], [-1.17530, 0.15995, -2.64454], [0.19325, 4.22828, -0.00617], [-0.51336, -2.11984, -0.97645], [0.58116, 0.75405, -2.07355]],
  "forces_ev_per_a": [[0.1, -1.3, 0.1], [-1.7, -3.2, 2.6], [4.5, 1.4, 0.4], [-1.9, 2.4, -3.6], [-1.3, 0.5, -5.3], [3.1, 2.4, -8.2], [2.7, -1.6, 1.0], [-3.3, -0.9, 1.8], [0.9, 0.6, -1.0], [-3.2, -2.0, 4.9], [1.9, 1.8, 1.0], [-0.5, 0.0, -1.1], [-2.5, -1.7, 1.8], [0.0, -0.4, 1.5], [1.3, 1.6, 0.5], [2.8, -0.6, -0.5], [-1.8, 0.1, -1.3], [0.2, -0.5, 3.8], [-2.1, 0.6, 0.8], [1.8, 1.3, -1.3], [1.7, 1.3, -1.1], [-0.9, -2.1, -0.8], [-2.1, -0.4, -1.5], [0.5, -0.3, 2.9], [-0.4, -1.3, -2.1], [-1.5, 1.3, -1.2], [2.7, 0.4, -0.3], [0.0, 1.4, 1.4], [-0.8, 0.3, 1.9], [1.6, 0.2, 1.8], [-0.5, -1.8, 1.0], [0.8, 1.7, -0.3], [-1.9, -1.2, 0.5]],
  "mulliken_spin": [4.700, -0.066, -0.002, 0.282, 0.038, 0.179, 0.368, 1.004, 0.101, -0.045, -0.360, 0.003, -0.003, 0.160, 0.011, 0.014, 0.179, 0.253, -0.005, 0.003, 0.001, -0.005, 0.002, -0.003, 0.000, 0.059, 0.002, -0.052, -0.017, 0.030, 0.094, 0.085, -0.008],
  "homo_ev": [-16.94, -19.52],
  "total_energy_ev": -52975.6791,
  "homo_lumo_gap_ev": [4.159, 4.863],
  "spin_multiplicity": 8,
  "s2": 16.797,
  "lumo_energy_ha": [-0.470, -0.539],
  "total_charge": 3
}


No. 2
{
  "formula": "C4H5NO2",
  "method": "ωB97M-V with the def2-TZVPD basis set",
  "symbols": ["O", "O", "N", "C", "C", "C", "C", "H", "H", "H", "H", "H"],
  "positions_angstrom": [[0.20744, -1.07933, -0.82643], [-2.62576, 0.84969, -0.06536], [1.77169, -0.12867, 0.50879], [1.43890, -1.08168, -0.24981], [0.60531, 0.75396, 0.57755], [-1.77176, 0.00422, 0.04030], [-0.37073, 0.19259, -0.49278], [-0.41078, 0.81235, -1.39386], [2.05466, -1.93951, -0.50313], [0.18403, 0.70998, 1.58988], [-1.94449, -0.95216, 0.57634], [0.87865, 1.79256, 0.37896]],
  "forces_ev_per_a": [[0.0, 0.0, 0.0], [0.4, -0.5, 0.1], [-0.1, -0.3, -0.3], [0.2, 0.1, 0.2], [-0.2, 0.2, 0.1], [-0.2, 0.4, 0.0], [0.0, 0.2, 0.0], [0.0, -0.1, 0.1], [-0.1, 0.1, 0.1], [0.0, 0.0, -0.1], [0.0, 0.1, 0.0], [0.0, -0.2, 0.0]],
  "nbo_charge": [-0.489, -0.499, -0.453, 0.380, -0.268, 0.426, -0.047, 0.208, 0.195, 0.205, 0.120, 0.221],
  "relative_energy_kj_mol": 118.6,
  "homo_ev": -10.05,
  "total_energy_ev": -9813.0857,
  "homo_lumo_gap_ev": 10.842,
  "smiles": "O=C[C@H]1CN=CO1",
  "lumo_energy_ha": 0.029
}


No. 3
{
  "formula": "C5H9N2O3P",
  "method": "ωB97M-V with the def2-TZVPD basis set",
  "symbols": ["P", "O", "O", "O", "N", "N", "C", "C", "C", "C", "C", "H", "H", "H", "H", "H", "H", "H", "H", "H"],
  "positions_angstrom": [[-3.35187, -0.46379, -0.21486], [0.73581, 0.77489, 0.57431], [-0.19408, -2.17991, 1.64607], [-1.20252, 2.76615, 0.65591], [-2.13200, -1.40299, -0.46752], [-2.79788, 1.17600, 0.16747], [0.08139, -2.01579, 0.23282], [-0.81149, -0.83414, -0.37202], [1.20123, 1.49246, -0.51159], [-0.65299, 0.36098, 0.57713], [-1.58966, 1.62392, 0.55961], [-3.61959, 1.79598, 0.09888], [-0.77688, -0.12726, 1.52299], [1.79707, 0.85600, -1.21846], [1.87819, 2.07473, -0.11219], [-0.19815, -2.88373, -0.24708], [-0.49466, -0.75822, -1.36860], [0.62954, -1.84869, 2.15787], [1.06613, -1.62695, 0.19432], [0.38666, 1.93733, -1.02812]],
  "forces_ev_per_a": [[0.3, 0.0, 0.1], [-1.6, -1.5, 1.6], [2.0, 0.6, 0.8], [-0.7, -0.6, 0.5], [-1.4, 1.6, 0.3], [-3.0, -0.7, -0.4], [-0.8, 3.5, 2.2], [0.1, -2.0, 1.8], [-1.6, -3.8, -2.5], [2.1, 1.3, -0.2], [2.1, -1.0, -1.7], [0.9, 0.1, 0.3], [-0.2, 0.0, 0.9], [-0.7, 0.0, 0.2], [3.2, 3.9, 1.6], [-0.1, -1.9, -1.2], [0.8, 0.8, -1.5], [-2.2, -0.9, -1.3], [1.3, -0.4, -0.8], [-0.3, 0.9, -0.6]],
  "nbo_charge": [1.200, -0.536, -0.734, -0.559, -0.865, -0.962, -0.051, -0.123, -0.223, -0.045, 0.672, 0.417, 0.236, 0.144, 0.186, 0.191, 0.215, 0.479, 0.182, 0.176],
  "relative_energy_kj_mol": 354.2,
  "homo_ev": -9.64,
  "total_energy_ev": -23740.4967,
  "homo_lumo_gap_ev": 9.273,
  "smiles": "CO[C@H]1C(=O)NP=N[C@@H]1CO",
  "lumo_energy_ha": -0.013
}


No. 4
{
  "formula": "C47H44BrCrFN2O4SbTe",
  "method": "ωB97M-V with the def2-TZVPD basis set",
  "symbols": ["Te", "Sb", "Br", "Cr", "F", "O", "O", "O", "O", "N", "N", "C", "C", "C", "C", "C", "C", "C", "C", "C", "C", "C", "C", "C", "C", "C", "C", "C", "C", "C", "C", "C", "C", "C", "C", "C", "C", "C", "C", "C", "C", "C", "C", "C", "C", "C", "C", "C", "C", "C", "C", "C", "C", "C", "C", "C", "C", "C", "H", "H", "H", "H", "H", "H", "H", "H", "H", "H", "H", "H", "H", "H", "H", "H", "H", "H", "H", "H", "H", "H", "H", "H", "H", "H", "H", "H", "H", "H", "H", "H", "H", "H", "H", "H", "H", "H", "H", "H", "H", "H", "H", "H"],
  "positions_angstrom": [[-0.64548, 0.49146, -3.24630], [2.75736, 0.69894, 2.69404], [2.89340, 8.06967, -2.40770], [-0.03718, 0.85851, -0.30368], [-2.00746, 2.77116, 5.25618], [-0.27372, 2.67840, -0.99202], [2.28446, -3.44118, 2.22745], [0.57634, 3.18035, -2.99189], [0.39938, -0.81557, 0.24422], [1.97232, 1.23400, -0.71778], [-1.97890, 0.27212, -0.42795], [-4.50967, -1.67089, -1.43808], [2.87732, -2.48892, 0.15957], [5.12051, -1.77193, -0.33074], [-5.87596, -1.90134, -1.51887], [-1.60934, -4.38355, 0.89304], [1.27092, 4.47869, -1.14047], [-0.88521, 2.90974, 1.81301], [2.92675, -0.62342, 4.38410], [4.87119, 1.14462, 2.61716], [2.55722, -2.39099, -1.18745], [0.48491, 3.36900, -1.78669], [3.51310, -1.99321, -2.10911], [-3.97311, -1.09747, -0.29232], [1.89390, -3.00603, 1.16476], [1.68681, 4.39287, 0.18408], [-2.31768, -5.69790, 1.08466], [2.40608, 6.57190, -1.35492], [-2.52246, -1.55243, -4.51537], [-1.68710, -2.01766, 0.29279], [2.31569, 2.39804, 3.93700], [-1.08908, -2.54286, -2.86846], [-6.16484, -0.99623, 0.68939], [2.83556, 6.49815, -0.03929], [2.89908, 1.45166, -1.35648], [-2.30908, -3.24729, 0.51240], [-0.83698, 0.65413, 2.56561], [4.16729, -2.18976, 0.58348], [-0.23951, -4.25859, 1.08978], [0.42280, -3.06196, 0.85437], [2.47424, 5.39769, 0.72649], [-0.59951, 1.57220, 1.53052], [-1.30883, 1.04121, 3.81384], [-3.10351, -2.78900, -4.75455], [-2.77349, 1.32271, -1.08459], [-1.35523, 3.32333, 3.05899], [-1.66648, -3.78470, -3.10978], [-2.67702, -3.90902, -4.05020], [-0.28997, -1.93386, 0.43496], [-1.55437, 2.37996, 4.03907], [4.03172, 1.78402, -2.20709], [-2.52803, 1.31211, -2.60366], [-2.49931, -0.86738, -0.16020], [4.79436, -1.67427, -1.67892], [-6.70390, -1.56551, -0.45658], [-4.80002, -0.76346, 0.77428], [1.63834, 5.56972, -1.91983], [-1.51580, -1.41583, -3.55919], [-3.12627, -4.87429, -4.24196], [1.32410, 5.62085, -2.95274], [5.26889, 1.21965, 3.62884], [-4.37100, -0.32064, 1.66556], [3.70814, -0.26011, 5.05120], [1.56212, -2.65181, -1.51969], [-0.75392, 3.66148, 1.04639], [3.84781, 2.76615, -2.64345], [6.12384, -1.54127, 0.00248], [-7.76795, -1.75159, -0.51858], [-1.48651, 0.31989, 4.60118], [-1.56607, 4.36447, 3.26576], [-2.46071, 2.27224, -0.66160], [-0.63585, -0.39952, 2.41820], [3.19289, 2.64879, 4.53301], [-2.56959, 2.32300, -3.00382], [-2.98834, -5.66891, 1.94490], [2.01659, 3.25996, 3.34185], [4.40753, -2.29498, 1.63393], [3.26042, -1.94939, -3.16110], [-6.80731, -0.72999, 1.51815], [3.15006, -1.64194, 4.07203], [-2.85400, -0.69129, -5.08377], [3.44393, 7.28843, 0.37756], [5.54498, -1.36150, -2.39416], [-2.91982, -5.94613, 0.20947], [-3.88885, -2.87934, -5.49445], [-6.29111, -2.34907, -2.41240], [-1.32989, -4.64874, -2.55054], [0.34028, -5.10330, 1.44319], [-3.85743, -1.94899, -2.25715], [1.97568, -0.62609, 4.91640], [4.11439, 1.04493, -3.00178], [-1.60485, -6.50545, 1.24354], [1.40019, 3.53652, 0.78174], [-0.32415, -2.45351, -2.10947], [-3.83812, 1.18916, -0.88933], [4.94879, 1.79750, -1.62156], [-3.38152, -3.32072, 0.38265], [5.41222, 0.37032, 2.07511], [5.02187, 2.09626, 2.10555], [1.48907, 2.14047, 4.59800], [2.81094, 5.32564, 1.75245], [-3.27426, 0.69866, -3.10668]],
  "forces_ev_per_a": [[0.0, 0.0, -0.2], [0.1, -0.1, 0.1], [0.0, 0.0, 0.0], [-0.5, 0.4, 0.3], [0.0, 0.0, 0.0], [0.1, -0.4, -0.1], [0.0, 0.0, 0.0], [-0.1, 0.0, 0.0], [-0.1, -0.3, -0.6], [0.5, 0.0, -0.1], [-0.1, 0.1, -0.2], [0.0, 0.0, 0.0], [-0.1, -0.1, 0.0], [0.0, 0.0, 0.0], [0.0, 0.0, 0.0], [0.0, 0.1, 0.0], [0.1, -0.1, 0.0], [-0.1, -0.1, 0.1], [0.0, 0.0, 0.0], [0.0, 0.0, 0.0], [0.0, 0.0, 0.0], [-0.1, 0.2, 0.0], [0.0, 0.0, 0.0], [0.1, 0.0, 0.0], [0.0, 0.1, 0.1], [0.0, 0.0, 0.0], [0.0, 0.0, 0.0], [0.0, 0.0, 0.0], [0.0, -0.1, 0.0], [-0.2, 0.2, -0.1], [0.0, 0.0, 0.0], [0.0, 0.0, 0.0], [0.0, 0.0, 0.0], [0.0, 0.0, 0.0], [-0.1, 0.0, 0.2], [0.0, -0.1, 0.1], [0.1, 0.1, 0.0], [0.0, 0.1, 0.0], [0.0, 0.0, 0.0], [0.1, -0.2, 0.0], [0.0, 0.0, 0.0], [0.2, -0.1, 0.0], [0.0, 0.0, 0.0], [0.0, 0.0, 0.0], [0.0, -0.1, 0.0], [0.0, 0.0, 0.0], [0.0, 0.0, 0.0], [0.0, 0.0, 0.0], [0.2, 0.3, 0.2], [0.0, 0.0, 0.0], [-0.1, 0.0, 0.1], [0.0, 0.1, 0.1], [0.0, -0.2, 0.1], [0.0, 0.0, 0.0], [0.0, 0.0, 0.0], [0.0, 0.0, 0.0], [0.0, 0.0, 0.0], [0.0, -0.1, 0.0], [0.0, 0.0, 0.0], [0.0, 0.0, 0.0], [0.0, 0.0, 0.0], [0.0, 0.0, 0.0], [0.0, 0.0, 0.0], [0.0, 0.0, 0.0], [-0.1, 0.0, 0.0], [0.0, 0.0, 0.0], [0.0, 0.0, 0.0], [0.0, 0.0, 0.0], [0.0, 0.0, 0.0], [0.0, 0.0, 0.0], [0.0, 0.0, 0.0], [0.0, 0.0, 0.0], [0.0, 0.0, 0.0], [0.0, 0.0, 0.0], [0.0, 0.0, 0.0], [0.0, 0.0, 0.0], [0.0, 0.0, 0.0], [0.0, 0.0, 0.0], [0.0, 0.0, 0.0], [0.0, 0.0, 0.0], [0.0, 0.0, 0.0], [0.0, 0.0, 0.0], [0.0, 0.0, 0.0], [0.0, 0.0, 0.0], [0.0, 0.0, 0.0], [0.0, 0.0, 0.0], [0.0, 0.0, 0.0], [0.0, 0.0, 0.0], [0.0, 0.0, 0.0], [0.0, 0.0, 0.0], [0.0, 0.0, 0.0], [0.0, 0.0, 0.0], [0.0, 0.0, 0.0], [0.0, 0.0, 0.0], [0.0, 0.0, 0.0], [0.0, 0.0, 0.0], [0.0, 0.0, 0.0], [0.0, 0.0, 0.0], [0.0, 0.0, 0.0], [0.0, 0.0, 0.0], [0.0, 0.0, 0.0], [0.0, 0.0, 0.0]],
  "mulliken_spin": [-0.001, 0.006, 0.000, 1.075, 0.000, -0.005, 0.000, 0.002, -0.008, -0.011, -0.024, 0.003, 0.003, -0.001, -0.001, -0.003, 0.005, 0.024, -0.001, 0.000, -0.001, -0.001, 0.001, -0.005, 0.002, 0.002, 0.000, 0.000, 0.001, 0.035, 0.001, -0.002, -0.001, 0.000, 0.022, 0.000, 0.022, 0.001, 0.000, -0.004, -0.001, -0.103, -0.001, 0.000, -0.003, -0.003, -0.001, 0.001, -0.021, 0.001, 0.000, 0.001, -0.009, 0.001, 0.000, 0.001, -0.001, 0.001, 0.000, 0.000, 0.000, 0.000, 0.000, 0.000, 0.001, 0.001, 0.000, 0.000, 0.000, 0.000, 0.000, -0.004, 0.000, 0.000, 0.000, 0.000, 0.000, 0.000, 0.000, 0.000, 0.000, 0.000, 0.000, 0.000, 0.000, 0.000, 0.000, 0.000, 0.000, 0.000, 0.000, 0.000, 0.000, 0.001, 0.003, 0.000, 0.000, 0.000, 0.000, 0.000, 0.000, 0.000],
  "relative_energy_kj_mol": 0.0,
  "homo_ev": [-7.69, -7.47],
  "total_energy_ev": -175635.6607,
  "homo_lumo_gap_ev": [7.530, 7.399],
  "spin_multiplicity": 2,
  "s2": 0.767,
  "lumo_energy_ha": [-0.006, -0.003]
}